{
  "formula": "C18H15ClF2N2O2S2",
  "method": "ωB97M-V/def2-TZVPD",
  "max_force_ev_per_a": 1.2,
  "molar_mass_da": 428.9,
  "smiles": "O=S1(=O)C[C@@H]2SC(N(Cc3ccc(F)cc3Cl)c3ccccc3F)=N[C@@H]2C1",
  "gap_ev": 9.4,
  "homo_ev": -8.94,
  "symbols": ["O", "S", "O", "C", "C", "S", "C", "N", "C", "C", "C", "C", "C", "F", "C", "C", "Cl", "C", "C", "C", "C", "C", "C", "F", "N", "C", "C", "H", "H", "H", "H", "H", "H", "H", "H", "H", "H", "H", "H", "H", "H", "H"],
  "xyz": [[-5.73578, -1.47510, 0.85592], [-5.30667, -0.53976, -0.14328], [-6.29005, -0.03321, -1.05773], [-4.36444, 0.80518, 0.64331], [-3.07614, 0.11420, 1.02083], [-1.64015, 1.23604, 0.92594], [-0.85387, 0.13611, -0.25067], [0.30697, 0.53866, -0.79529], [1.01289, -0.35132, -1.71179], [1.96126, -1.23302, -0.94320], [1.47824, -2.38574, -0.33241], [2.28822, -3.17810, 0.45779], [3.60717, -2.80115, 0.63673], [4.41360, -3.55855, 1.40048], [4.12798, -1.66313, 0.05010], [3.29279, -0.88304, -0.73320], [3.95981, 0.54536, -1.45010], [1.08924, 1.53653, -0.16133], [1.39677, 2.71400, -0.82912], [2.19591, 3.67025, -0.22934], [2.69843, 3.46075, 1.04408], [2.40568, 2.29233, 1.72533], [1.61060, 1.34178, 1.11553], [1.34524, 0.19121, 1.76675], [-1.47793, -0.91988, -0.55923], [-2.75874, -1.08565, 0.04536], [-3.85350, -1.19405, -1.00786], [-4.90599, 1.20915, 1.49184], [-4.22732, 1.56906, -0.11791], [-3.13162, -0.25407, 2.04627], [1.55233, 0.26575, -2.43345], [0.25739, -0.95351, -2.21683], [0.44081, -2.64401, -0.47707], [1.91354, -4.06915, 0.93436], [5.15899, -1.39166, 0.20923], [1.00228, 2.86788, -1.82164], [2.42830, 4.58108, -0.75869], [3.32442, 4.20615, 1.50917], [2.79160, 2.10097, 2.71389], [-2.74616, -2.01144, 0.63326], [-3.66755, -0.54470, -1.85905], [-4.02454, -2.21217, -1.33696]],
  "atomic_forces_ev_per_a": [[0.277, -0.267, 0.423], [0.010, 0.347, -0.494], [0.095, 0.195, -0.174], [-0.415, -0.588, -0.399], [0.629, 0.102, 0.391], [-0.036, -0.125, -0.063], [-1.003, 0.217, 0.528], [0.462, 0.320, -0.203], [0.092, -0.228, -0.111], [0.081, 0.127, -0.165], [0.181, -0.010, -0.023], [0.177, -0.035, 0.091], [-0.143, 0.190, -0.170], [-0.023, 0.017, -0.014], [0.026, -0.142, 0.139], [-0.163, -0.333, 0.077], [0.233, 0.088, -0.099], [-0.010, 0.170, 0.262], [0.001, 0.010, 0.215], [-0.003, 0.067, -0.147], [-0.021, -0.074, 0.009], [-0.053, -0.130, 0.029], [0.012, -0.061, -0.069], [0.037, 0.236, -0.130], [0.483, -0.464, -0.575], [0.152, -0.120, 0.407], [-0.526, 0.364, 0.570], [-0.205, -0.038, -0.017], [0.004, 0.046, -0.059], [-0.059, 0.002, -0.154], [-0.143, -0.112, 0.026], [0.120, 0.087, -0.031], [-0.100, -0.037, -0.020], [-0.018, -0.111, 0.056], [0.094, 0.016, 0.008], [-0.074, -0.016, -0.108], [0.017, 0.087, -0.046], [0.055, 0.069, 0.054], [0.024, -0.040, 0.108], [-0.103, 0.159, -0.054], [0.025, 0.080, -0.051], [-0.190, -0.064, -0.015]]
}